68
Properties=species:S:1:pos:R:3:mulliken_charge:R:1 method="wB97M-V/def2-TZVPD" lumo_energy_ev=0.60 smiles="Cc1ccc(C[C@]2(C(F)(F)F)OS(=O)(=O)O[C@]2(C[C@H]2CO2)C(F)(F)C(F)(F)F)cc1.CNC(C)=O.CNC(C)=O" energy_ha=-2688.34947 spin_multiplicity=1 charge=0 e_homo_ev=-8.915 largest_force_ev_per_a=4.18
F 1.20 2.39 -4.17 -0.27
C 2.12 0.12 -0.14 0.52
N 6.69 1.59 5.93 -0.20
C 5.66 0.58 1.10 -0.64
H -3.48 0.48 -2.53 0.67
C 4.47 1.61 4.88 -1.13
C 5.97 1.55 4.77 0.83
H -8.52 -4.45 -0.32 0.38
H -4.08 -1.10 -4.61 0.40
H -2.44 1.13 -3.79 0.75
S -0.66 3.34 -1.12 1.46
H 6.53 0.81 7.85 0.28
O -1.86 2.31 -1.50 -0.40
C 0.01 1.85 -3.91 0.14
O 6.55 1.47 3.69 -0.65
O -2.19 -0.99 -4.82 -0.55
C -2.45 0.53 -2.88 -2.41
F -2.79 -0.46 1.31 -0.30
H 3.07 0.08 1.77 0.34
C -1.47 0.19 -0.51 1.17
N -5.89 -3.71 0.12 -0.16
H -5.99 -4.55 2.02 0.31
F -3.35 -1.33 -0.55 -0.28
C 3.21 0.22 0.70 -1.38
C -2.92 -0.20 -0.01 0.37
H -5.88 -2.78 1.98 0.26
C -3.34 -1.65 -4.03 -1.20
H -8.41 -2.67 -0.35 0.35
H 5.54 0.93 -1.62 0.37
H 3.58 0.74 -3.07 0.35
H 0.66 -0.85 -2.38 0.31
C 6.19 1.68 7.29 -0.83
H 4.16 2.54 5.35 0.35
H 5.11 1.72 7.32 0.32
H -4.90 -3.77 -0.07 0.20
F -0.27 0.91 -4.83 -0.21
H 6.39 1.28 0.69 0.35
C -2.11 -0.90 -3.45 0.79
C -1.41 0.97 -1.84 0.38
C -8.14 -3.59 -0.87 -1.32
O -0.49 3.57 0.26 -0.65
C 2.21 0.30 -1.50 0.40
H 4.04 1.57 3.88 0.14
H -3.13 -2.61 -4.51 0.41
C 1.08 0.16 -2.50 -1.50
H 1.18 -0.15 0.33 0.31
H 1.55 0.13 -3.48 0.69
C 3.47 0.60 -1.99 -0.58
C -6.64 -3.69 -1.01 0.89
O 0.51 2.38 -1.69 -0.50
H 7.68 1.54 5.78 0.24
O -6.09 -3.74 -2.10 -0.65
H -7.41 -3.59 1.57 0.32
F -0.93 0.87 0.51 -0.28
C -6.33 -3.65 1.50 -0.86
O -0.90 4.51 -1.87 -0.65
H 4.09 0.76 5.45 0.34
H 5.33 0.83 2.10 -0.31
F -3.81 0.78 -0.12 -0.23
C 4.45 0.51 0.18 1.29
F -0.90 2.83 -4.10 -0.24
C -0.01 1.27 -2.46 1.86
H 6.08 -0.43 1.13 0.28
H -8.59 -3.58 -1.85 0.30
H 6.60 2.58 7.76 0.28
C 4.57 0.71 -1.19 -1.25
H -1.37 -1.50 -2.93 0.49
F -0.80 -0.99 -0.56 -0.31